Model w:
{
  "formula": "C4H5BrN2",
  "method": "the ωB97M-V functional and the def2-TZVPD basis",
  "charge": 0,
  "e_lumo_ev": [-0.7, -0.7],
  "homo_lumo_gap_ev": [7.13, 7.12],
  "multiplicity": 1,
  "elements": ["H", "Br", "N", "C", "C", "N", "H", "C", "H", "H", "C", "H"],
  "coordinates": [[3.2708, -0.6991, 0.3481], [-0.2113, 1.1769, -3.4581], [2.6074, -0.3571, -1.7160], [0.4860, -0.0444, -2.1327], [-1.0476, 0.5132, -0.2968], [0.1974, 0.0252, -0.8587], [-0.7990, 0.9507, 0.7771], [2.3953, -0.5125, -0.4408], [0.8467, -0.3696, 1.0499], [-1.8568, -0.2747, -0.1871], [1.1127, -0.3821, 0.0654], [-1.3309, 1.2176, -1.0030]],
  "nbo_charge": [0.227, 0.073, -0.301, 0.137, -0.409, -0.366, 0.222, -0.071, 0.204, 0.227, -0.167, 0.222]
}



Model x:
{
  "formula": "C4H5BrN2",
  "method": "the ωB97M-V functional and the def2-TZVPD basis",
  "charge": 0,
  "e_lumo_ev": [-1.3, -1.4],
  "homo_lumo_gap_ev": [6.95, 6.58],
  "multiplicity": 1,
  "elements": ["C", "Br", "H", "C", "N", "H", "C", "N", "C", "H", "H", "H"],
  "coordinates": [[-0.3808, 1.4351, -0.4219], [-3.1741, -0.0250, -0.1411], [-1.0519, -1.5963, -0.8384], [1.5687, 1.0008, 0.9016], [-0.8263, 0.3126, -0.5717], [0.6293, -1.8833, 1.2758], [-0.2877, -0.9431, -0.7492], [1.3644, -0.1929, 0.8053], [0.5481, -1.1612, 0.5437], [2.3398, 1.6939, 0.8720], [0.3532, -0.9210, -1.6471], [-1.0827, 2.2805, -0.0291]],
  "nbo_charge": [0.107, -0.426, 0.258, 0.063, -0.294, 0.224, -0.267, -0.278, -0.084, 0.212, 0.231, 0.254]
}



Which of them is most stable, and which least? Most stable: model w; least stable: model x.